No. 1
DFT (wB97M-V/def2-TZVPD) results for a molecular structure, C35H48BBrN11O4S3Ti in a non-equilibrium geometry.

Geometry as XYZ:
```
104
Properties=species:S:1:pos:R:3:mulliken_spin:R:1
Br 4.66 -5.12 6.20 0.00
Ti 2.54 -0.47 0.88 0.98
S 2.06 -2.59 -0.29 -0.02
S 1.02 3.38 -0.01 0.22
S 3.57 0.05 -1.36 -0.01
O 3.67 0.80 3.36 0.30
O 3.00 1.27 1.27 0.02
O 4.50 -1.03 1.26 0.00
O 2.83 -1.86 2.35 -0.03
N -0.08 -1.14 -0.95 0.04
N -1.37 0.36 0.86 -0.03
N 0.10 1.60 -2.24 0.02
N 0.29 -2.01 2.26 0.01
N 1.68 -0.14 4.91 0.03
N 1.54 0.32 2.60 0.06
N -0.28 1.02 0.41 0.08
N 1.09 0.88 -1.71 0.01
N 0.36 -1.42 3.51 0.02
N -1.30 -0.94 -1.47 0.02
N 2.79 0.79 2.47 0.20
C 6.72 -1.73 4.97 0.00
C -2.22 0.92 1.67 0.03
C 3.98 1.57 -3.98 0.00
C -4.24 -2.48 -1.87 0.00
C -3.48 0.15 2.05 0.01
C 0.87 -4.50 -2.31 0.00
C -3.32 -0.48 3.45 0.01
C -4.67 1.12 2.07 0.00
C 0.06 -3.30 -1.98 0.00
C 5.25 -3.60 5.23 0.00
C 2.60 1.59 -3.40 0.00
C 4.52 -3.20 4.13 0.00
C 1.59 2.35 -3.90 0.00
C -3.27 -1.63 -2.71 0.00
C -0.69 4.33 2.23 0.00
C 6.03 -1.32 3.85 0.00
C -1.99 2.21 2.20 -0.04
C -1.95 3.28 -2.71 0.00
C -1.17 -3.06 -2.50 0.01
C 0.60 -2.30 -1.11 0.00
C 4.93 -2.06 3.43 0.00
C -0.09 2.37 0.73 -0.04
C 6.35 -2.87 5.67 0.00
C 4.08 -1.63 2.29 0.03
C -3.37 -2.06 -4.18 0.00
C 0.32 2.36 -3.27 0.00
C -0.78 3.31 -3.71 0.00
C -0.20 4.73 -3.73 0.00
C -0.95 2.94 1.74 0.03
C -3.78 -0.95 1.03 0.00
C 2.34 0.86 -2.20 -0.03
C -3.64 -0.15 -2.60 0.00
C 1.25 -0.42 3.68 0.05
C -1.27 2.94 -5.11 0.00
C -1.86 -1.86 -2.19 0.00
B 0.63 0.15 -0.43 0.05
H -2.74 3.94 -3.05 0.00
H -0.82 5.04 1.41 0.00
H 0.39 -5.09 -3.09 0.00
H -3.50 0.21 -1.58 0.00
H -0.46 2.98 -5.83 0.00
H -1.61 3.61 -1.73 0.00
H 0.14 -1.98 4.32 0.00
H 0.30 4.97 -2.79 0.00
H -4.30 -0.66 3.89 0.00
H 6.89 -3.19 6.54 0.00
H -4.71 1.71 1.15 0.00
H -2.77 0.19 4.12 0.00
H -2.79 -1.43 3.39 0.00
H -4.31 -2.11 -0.85 0.00
H 0.34 4.43 2.57 0.00
H -1.71 1.94 -5.13 0.00
H -2.54 -1.64 -4.76 0.00
H 0.52 4.86 -4.54 0.00
H -5.23 -2.46 -2.31 0.00
H -3.01 0.44 -3.26 0.00
H -2.89 -1.53 0.79 0.00
H -0.62 -1.89 1.84 -0.01
H -4.68 -0.01 -2.89 0.00
H 4.00 2.09 -4.94 0.00
H 1.03 -5.13 -1.43 0.00
H -2.34 2.27 -2.60 0.00
H -2.64 2.62 2.96 0.00
H -4.55 -1.62 1.42 0.00
H 1.86 -4.19 -2.65 0.00
H 1.76 2.96 -4.78 0.00
H -2.04 3.65 -5.42 0.00
H 1.57 -0.82 5.65 0.00
H 4.67 2.06 -3.29 0.00
H -3.91 -3.53 -1.83 0.00
H 7.56 -1.15 5.33 0.00
H -1.61 -3.78 -3.18 0.00
H -4.16 -0.51 0.10 0.00
H -1.38 4.58 3.04 0.00
H 0.60 -2.97 2.29 0.00
H 6.31 -0.43 3.31 0.00
H -4.30 -1.68 -4.60 0.00
H -3.37 -3.14 -4.30 0.00
H -5.60 0.55 2.15 0.00
H 4.33 0.55 -4.10 0.00
H 3.66 -3.76 3.79 0.00
H -4.63 1.80 2.92 0.00
H 2.48 0.47 4.95 0.00
H -1.00 5.45 -3.88 0.00
```

Values from the calculation:
2S+1 ... 3
LUMO energy (alpha / beta) ... -0.10477 / -0.17298 Ha
Charge ... +1
Kohn-Sham gap (alpha / beta) ... 0.2665 / 0.2053 hartree

=====

No. 2
DFT (wB97M-V/def2-TZVPD) results for 2 unconnected molecules or ions with the total composition C35H48BN3O4P in a non-equilibrium geometry.

Geometry as XYZ:
```
92
Properties=species:S:1:pos:R:3:lowdin_charge:R:1
P 3.57 0.22 -0.84 1.04
O -1.78 0.04 2.63 0.11
O 1.35 2.18 -0.46 0.05
O 3.51 -3.92 3.18 0.08
O -1.75 -7.49 0.58 -0.44
N -0.40 2.78 -2.48 0.01
N 1.26 -4.91 2.83 -0.11
N 3.98 -3.76 0.12 0.03
C -4.70 6.34 -3.92 -0.14
C 2.70 -1.79 1.01 -0.14
C 0.28 4.85 -1.15 -0.23
C -5.54 7.16 -4.19 0.09
C -0.55 -2.53 2.93 -0.12
C -3.30 2.82 -3.14 -0.14
C 1.79 -2.45 1.88 0.04
C -0.36 -1.97 5.55 0.10
C -1.77 0.70 0.37 -0.02
C 0.51 -1.87 2.05 -0.07
C -3.57 1.43 -1.07 0.02
C -4.18 0.00 0.90 -0.17
C -0.86 1.36 -0.49 0.00
C -3.69 5.24 -3.85 -0.22
C 5.48 1.48 0.83 -0.17
C -1.31 2.07 -1.62 -0.14
C -1.58 -6.17 0.50 -0.56
C 1.08 -0.01 0.54 -0.06
C 2.36 -0.60 0.34 -0.21
C 4.24 1.76 -0.07 -0.42
C -0.41 4.66 0.23 -0.09
C 2.74 0.55 -2.47 -0.42
C -0.35 -2.19 4.37 -0.12
C -4.08 4.14 -2.81 -0.18
C 1.24 -5.13 4.31 -0.08
C 4.08 -2.43 0.77 -0.25
C -2.71 2.12 -1.93 -0.13
C -5.11 -0.92 0.03 -0.09
C 1.79 -6.17 2.24 -0.07
C -1.18 0.00 1.58 -0.25
C 0.63 1.26 -0.15 -0.26
C 0.17 -0.67 1.39 -0.02
C -3.13 0.72 0.06 -0.15
C 3.68 0.03 -3.60 -0.19
C -0.49 4.24 -2.34 -0.22
B 2.20 -3.80 2.64 -0.50
H 1.83 -0.07 -2.52 0.08
H 1.46 -6.31 1.20 0.09
H -3.54 4.80 -4.85 0.12
H -2.50 -5.54 0.35 0.02
H 4.66 0.52 -3.59 0.06
H -4.81 0.77 1.37 0.12
H -6.05 -0.43 -0.25 0.06
H -0.51 -3.63 2.86 0.11
H -4.65 1.43 -1.28 0.13
H -0.44 5.59 0.81 0.07
H 3.16 0.16 -4.56 0.06
H -1.45 4.33 0.06 0.07
H -4.02 2.14 -3.62 0.12
H 5.12 0.85 1.67 0.06
H -5.17 4.01 -2.82 0.11
H -6.10 7.99 -4.60 0.02
H -5.35 -1.81 0.64 0.07
H -0.52 -1.82 6.60 0.02
H 2.88 -6.31 2.38 0.08
H 4.62 -2.55 1.72 0.11
H 1.98 -5.90 4.61 0.09
H 3.12 -3.84 -0.41 0.08
H 3.55 -3.44 4.01 0.11
H -1.52 4.63 -2.29 0.08
H -4.55 -1.30 -0.84 0.08
H -1.10 -5.66 1.38 0.01
H 2.45 1.60 -2.63 0.06
H 1.54 -4.22 4.85 0.07
H -2.55 3.06 -3.91 0.10
H -1.57 -2.26 2.61 0.12
H -0.04 4.68 -3.26 0.12
H -0.60 2.58 -3.45 0.11
H 6.28 0.99 0.27 0.06
H 4.06 -4.50 0.81 0.05
H 4.50 2.50 -0.85 0.08
H 1.34 4.54 -1.13 0.10
H 5.79 2.45 1.25 0.06
H 3.88 -1.05 -3.47 0.06
H -3.75 4.51 -1.83 0.11
H 0.25 -5.44 4.66 0.10
H 3.51 2.27 0.58 0.06
H -2.73 5.71 -3.59 0.10
H -3.76 -0.64 1.68 0.09
H 1.31 -6.99 2.80 0.09
H 4.71 -1.81 0.13 0.05
H 0.06 3.90 0.86 0.06
H -0.92 -5.80 -0.35 0.02
H 0.31 5.94 -1.35 0.10
```

Values from the calculation:
LUMO energy ... 0.03881 Ha
Charge ... -1
Kohn-Sham gap ... 0.1187 hartree

=====

No. 3
DFT (wB97M-V/def2-TZVPD) results for 7 unconnected molecules or ions with the total composition C35H48N2O13 in a non-equilibrium geometry.

Geometry as XYZ:
```
98
Properties=species:S:1:pos:R:3:lowdin_charge:R:1
O -1.67 6.02 6.26 0.09
O -7.33 -4.81 -4.08 0.03
O -2.64 4.13 5.41 0.03
O -2.31 -7.57 0.19 0.10
O -2.20 -4.46 -1.65 0.02
O 6.00 3.00 0.32 0.09
O 1.30 7.04 1.51 0.09
O 4.11 -1.87 -1.16 -0.12
O -2.27 -3.99 0.59 0.07
O -6.83 -5.94 -2.15 0.09
O -0.06 -7.78 -0.12 0.04
O 7.13 4.97 0.00 0.02
O 3.56 6.84 1.21 0.01
N 0.29 -0.56 -1.02 0.05
N -1.71 1.58 0.59 0.02
C 1.09 -7.73 0.73 -0.17
C -2.14 5.39 5.32 -0.46
C -3.09 -5.08 -2.58 -0.16
C 6.77 3.62 -1.89 -0.09
C 3.72 -0.11 0.61 -0.08
C 0.67 -6.89 1.92 -0.16
C -0.37 1.92 0.00 -0.16
C 2.10 1.42 -1.32 -0.09
C -4.06 -5.25 -0.44 -0.09
C 4.28 7.72 3.24 -0.17
C -2.19 5.87 3.90 -0.09
C -3.96 -5.98 -1.75 -0.17
C 7.85 4.62 -2.19 -0.17
C -0.80 -7.20 2.04 -0.08
C 3.09 0.34 -2.05 -0.14
C -8.72 -6.61 -3.50 -0.08
C 7.63 5.67 -1.14 -0.17
C -2.99 3.67 4.11 -0.17
C 6.58 3.79 -0.41 -0.46
C 2.44 7.10 1.94 -0.46
C 0.17 3.49 0.19 -0.01
C 4.07 -0.41 -0.96 -0.37
C -2.01 0.14 0.32 -0.07
C 0.63 0.89 -0.77 -0.12
C -3.18 4.91 3.28 -0.17
C -1.18 -7.52 0.62 -0.43
C -7.52 -5.79 -3.15 -0.43
C 4.70 6.89 2.06 -0.17
C 2.66 2.97 -1.16 0.01
C -8.93 -6.27 -4.95 -0.17
C 2.81 7.41 3.36 -0.08
C -2.75 -4.51 -0.40 -0.47
C -8.38 -4.86 -5.04 -0.17
C -1.06 -0.91 -0.48 -0.04
C 1.63 4.03 -0.38 -0.02
H 7.81 5.02 -3.21 0.12
H 6.89 6.42 -1.44 0.13
H -8.53 -7.68 -3.36 0.13
H -1.37 -6.35 2.42 0.13
H 0.80 -5.83 1.68 0.13
H 3.43 -2.25 -0.53 0.10
H -3.46 -6.94 -1.60 0.10
H 5.83 3.87 -2.40 0.12
H -0.98 -8.09 2.66 0.14
H 8.56 6.19 -0.87 0.13
H 2.59 -0.21 0.89 0.08
H 4.30 -0.94 1.24 0.10
H 2.64 6.52 3.98 0.14
H 4.19 0.93 0.91 0.08
H 8.83 4.15 -2.05 0.13
H -2.54 6.90 3.85 0.13
H -3.05 -0.27 0.73 0.11
H -8.33 -6.94 -5.58 0.12
H -4.88 -4.52 -0.44 0.13
H 4.97 5.86 2.35 0.13
H -1.44 -2.02 -0.65 0.09
H 3.75 0.81 -2.92 0.12
H -3.02 4.75 2.21 0.11
H -1.19 5.77 3.46 0.13
H 3.71 3.27 -1.59 0.08
H 1.93 -7.28 0.20 0.13
H -4.93 -6.18 -2.21 0.08
H 2.46 -0.53 -2.57 0.12
H 1.35 -8.75 1.02 0.13
H 5.54 7.33 1.52 0.13
H 4.85 7.50 4.14 0.12
H 1.98 5.15 -0.21 0.07
H 5.16 0.04 -1.15 0.15
H -3.66 -4.29 -3.08 0.13
H -4.19 5.30 3.42 0.12
H -2.51 -5.63 -3.32 0.13
H -9.13 -4.11 -4.77 0.13
H -9.57 -6.29 -2.88 0.14
H -0.51 4.28 0.75 0.08
H -2.18 3.04 3.73 0.13
H -4.15 -5.94 0.40 0.12
H -9.97 -6.35 -5.28 0.12
H 4.41 8.79 3.00 0.12
H 1.24 -7.11 2.82 0.12
H 7.08 2.60 -2.13 0.13
H 2.25 8.26 3.74 0.13
H -7.99 -4.64 -6.03 0.13
H -3.91 3.07 4.16 0.13
```

Values from the calculation:
ΔE to the lowest compared entry with this formula, charge and spin ... 12.722 eV
LUMO energy ... -0.02655 Ha
Charge ... 0
Kohn-Sham gap ... 0.2576 hartree
SMILES string ... C[C@@H](O)Cc1cccc2nccnc12.O=C1CCCO1.O=C1CCCO1.O=C1CCCO1.O=C1CCCO1.O=C1CCCO1.O=C1CCCO1

=====

No. 4
DFT (wB97M-V/def2-TZVPD) results for a molecular structure, C35H48N2O2P2S4SbSi2Tc in a non-equilibrium geometry.

Geometry as XYZ:
```
97
Properties=species:S:1:pos:R:3:lowdin_charge:R:1
Sb -0.80 -5.28 -1.42 0.53
Tc -1.03 -1.09 -0.63 1.05
S -1.91 -3.20 -0.79 0.07
S 0.91 -2.01 -1.63 0.65
S 0.14 -4.98 1.22 0.78
S 1.01 -5.12 -2.72 -0.14
P 0.80 1.00 -1.34 0.78
P 0.97 -1.06 1.20 0.78
Si -1.72 -1.30 2.73 0.41
Si -1.66 2.72 -0.67 0.54
O -3.31 -0.52 -0.52 -0.36
O -1.86 -0.89 -2.91 -0.35
N -0.61 -1.11 1.27 -0.39
N -0.75 1.07 -0.99 -0.34
C -1.74 3.65 -2.29 -0.19
C 2.94 4.35 -0.22 -0.05
C 0.96 1.15 2.60 -0.13
C 2.80 -4.09 3.34 -0.01
C 2.66 -5.17 2.57 -0.05
C -4.35 -1.29 0.12 -0.10
C -0.93 3.63 0.89 -0.16
C 2.04 2.12 -0.64 -0.28
C 3.60 1.15 3.41 -0.05
C 1.39 2.14 3.40 -0.06
C 2.80 0.63 -4.84 -0.01
C -3.79 -0.03 -1.81 -0.15
C 1.17 0.99 -3.11 -0.31
C 2.06 -5.07 1.26 -0.37
C 1.51 -3.83 0.80 -0.58
C -2.98 0.06 2.93 -0.15
C 2.73 2.17 3.77 -0.02
C 3.16 0.16 2.55 -0.10
C -0.63 -1.26 4.27 -0.15
C -2.35 -3.00 2.72 -0.20
C 1.81 0.14 2.17 -0.32
C 2.47 0.64 -3.46 -0.07
C 4.29 2.39 0.14 -0.07
C -1.36 -1.60 -3.99 -0.14
C 4.12 3.78 0.16 -0.04
C 1.14 -0.71 -0.60 -0.85
C 1.87 1.06 -5.79 -0.06
C 3.27 1.58 -0.19 -0.12
C -3.28 -0.96 -2.91 -0.18
C 0.60 1.33 -5.44 -0.08
C -3.58 2.56 -0.19 -0.17
C 1.94 3.51 -0.75 -0.09
C 1.68 -2.63 1.65 -0.26
C 0.22 1.37 -4.10 -0.07
C 2.33 -2.78 2.87 -0.02
H -4.64 -2.10 -0.53 0.08
H -2.81 -3.21 1.77 -0.04
H -1.77 -2.61 -4.04 0.09
H 1.12 3.99 -1.31 0.11
H 5.23 1.94 0.41 0.12
H -3.75 3.54 0.31 0.05
H -3.15 -3.10 3.51 0.09
H -3.68 -0.68 -3.91 0.15
H 3.18 2.95 4.39 0.12
H -1.56 3.27 1.74 0.04
H -0.78 3.66 -2.75 -0.01
H -2.19 4.63 -2.08 0.06
H -3.35 0.94 -1.97 0.07
H 3.37 0.51 -0.15 0.09
H -1.50 -3.65 2.87 -0.01
H 2.88 -6.14 2.96 0.13
H 3.17 0.41 -2.67 0.10
H -2.47 3.18 -3.03 0.07
H -1.16 4.67 0.74 0.03
H 2.83 5.41 -0.47 0.13
H -1.69 -1.14 -5.05 0.16
H 2.28 -5.86 0.57 0.12
H 4.69 1.13 3.56 0.13
H -3.34 0.62 2.06 0.00
H -0.30 -1.59 -3.92 0.04
H 1.46 -3.66 -0.26 -0.05
H 3.83 0.39 -5.08 0.11
H -1.18 -1.78 5.06 0.05
H -3.93 -1.71 1.07 0.06
H -2.47 0.82 3.58 0.05
H 0.17 3.60 0.94 0.00
H -5.20 -0.68 0.47 0.12
H -3.54 -2.00 -2.83 0.10
H 2.47 -1.91 3.52 0.10
H 0.76 2.93 3.75 0.12
H 2.09 1.13 -6.82 0.11
H -0.21 1.56 -6.14 0.13
H -3.95 -0.22 3.38 0.07
H -0.19 -0.35 4.69 0.04
H -3.78 1.76 0.53 0.00
H 0.28 -1.87 4.22 0.02
H 3.27 -4.14 4.30 0.12
H 3.89 -0.54 2.15 0.13
H -4.85 0.15 -1.72 0.14
H 4.94 4.37 0.56 0.12
H -0.14 1.01 2.43 0.10
H -0.86 1.45 -3.87 0.10
H -4.23 2.57 -1.06 0.03
```

Values from the calculation:
LUMO energy (alpha / beta) ... -0.24946 / -0.25193 Ha
Charge ... +2
Kohn-Sham gap (alpha / beta) ... 0.2142 / 0.2109 hartree

=====

No. 5
DFT (wB97M-V/def2-TZVPD) results for a molecular structure, C35H48N8O6Tm in a non-equilibrium geometry.

Geometry as XYZ:
```
98
Properties=species:S:1:pos:R:3:mulliken_spin:R:1
Tm 0.76 -0.17 -0.39 2.03
O 3.52 3.45 4.71 0.00
O -0.53 -1.56 -1.76 0.00
O -0.54 1.05 1.25 -0.01
O -0.59 -1.65 0.95 0.00
O 1.03 2.15 -0.46 -0.01
O 0.81 0.80 -2.72 0.00
N -1.32 1.06 -1.76 0.00
N 1.50 2.47 4.64 0.00
N 3.51 1.19 4.47 0.00
N -1.03 1.29 -4.12 0.00
N 2.23 -0.44 1.45 0.00
N 2.49 -1.19 -1.54 0.00
N -3.13 1.49 -3.26 0.00
N -2.39 1.52 -4.30 0.00
C -2.73 -1.20 5.75 0.00
C -1.35 -1.07 2.02 0.00
C -4.50 1.90 -3.55 0.00
C -1.85 1.06 5.10 0.00
C 4.35 -2.38 -2.81 0.00
C -1.73 0.38 1.71 0.00
C -5.24 -0.29 -4.61 0.00
C 2.43 0.45 2.43 0.00
C 6.25 -3.79 -4.26 0.00
C 1.27 2.16 -2.86 0.00
C -1.19 -2.71 0.20 0.00
C -5.92 0.22 -2.24 0.00
C 3.37 0.29 3.46 0.00
C 2.97 -1.57 1.48 0.00
C 5.82 -4.27 -3.03 0.00
C -0.81 1.93 4.84 0.00
C -2.75 1.10 -2.05 0.00
C 3.35 -1.72 -2.12 0.00
C -1.67 -2.20 -1.16 0.00
C -1.61 -0.27 5.41 0.00
C -0.76 -0.97 -3.04 0.00
C -0.29 -0.70 5.46 0.00
C 0.77 0.17 5.21 0.00
C -5.58 0.81 -3.60 0.00
C -0.60 0.58 -2.95 0.00
C -0.66 2.48 1.20 0.00
C 2.86 2.45 4.62 0.00
C 4.88 -3.58 -2.30 0.00
C 4.81 -1.88 -4.04 0.00
C 1.86 2.66 -1.52 0.00
C 5.75 -2.59 -4.75 0.00
C 0.52 1.50 4.89 0.00
C 0.63 3.06 0.58 0.00
C 3.96 -1.79 2.43 0.00
C 4.18 -0.86 3.42 0.00
H -1.54 2.74 0.59 0.00
H 1.82 1.35 2.41 0.00
H -6.14 1.00 -1.52 0.00
H -2.57 -2.18 5.30 0.00
H -1.02 2.04 -1.64 0.00
H -0.81 2.88 2.22 0.00
H 4.42 -0.95 -4.42 0.00
H -4.78 2.66 -2.81 0.00
H -6.10 -0.96 -4.71 0.00
H -5.02 0.12 -5.58 0.00
H 0.44 2.79 -3.21 0.00
H 4.54 -3.95 -1.34 0.00
H -2.00 -3.19 0.75 0.00
H 1.17 3.42 4.79 0.00
H -2.01 -3.03 -1.78 0.00
H -4.44 2.37 -4.54 0.00
H -6.80 -0.40 -2.34 0.00
H -1.02 2.98 4.66 0.00
H -3.69 -0.81 5.42 0.00
H 6.23 -5.19 -2.64 0.00
H -0.01 -1.36 -3.74 0.00
H -1.76 -1.22 -3.42 0.00
H -2.87 1.44 5.10 0.00
H -4.39 -0.89 -4.28 0.00
H -2.49 -1.47 -1.04 0.00
H 6.97 -4.35 -4.84 0.00
H 1.43 3.14 1.33 0.00
H 4.39 1.16 4.98 0.00
H -0.71 -1.09 2.91 0.00
H -0.64 0.99 -5.00 0.00
H 4.55 -2.69 2.39 0.00
H 1.89 3.75 -1.52 0.00
H -2.11 0.85 2.63 0.00
H 2.88 2.28 -1.38 0.00
H -0.07 -1.71 5.74 0.00
H 4.94 -1.01 4.17 0.00
H 6.10 -2.21 -5.70 0.00
H -6.47 1.33 -3.97 0.00
H -0.39 -3.45 0.03 0.00
H 0.43 4.05 0.18 0.00
H -5.10 -0.39 -1.85 0.00
H 2.05 2.18 -3.62 0.00
H -2.25 -1.65 2.22 0.00
H -2.77 -1.34 6.83 0.00
H -2.49 0.43 0.92 0.00
H 2.77 -2.31 0.72 0.00
H -3.41 1.24 -1.21 0.00
H 1.77 -0.20 5.33 0.00
```

Values from the calculation:
2S+1 ... 3
ΔE to the lowest compared entry with this formula, charge and spin ... 0.637 eV
LUMO energy (alpha / beta) ... -0.28220 / -0.28305 Ha
Charge ... +3
Kohn-Sham gap (alpha / beta) ... 0.2645 / 0.2636 hartree

=====

no.,total energy (Eh)
1,-6908.48490
2,-2193.73960
3,-2449.72405
4,-4797.50707
5,-3336.35476